Record 1
24
Properties=species:S:1:pos:R:3:forces:R:3:mulliken_spin:R:1 method="wB97M-V/def2-TZVPD" relative_energy_kcal_mol=0.0 gap_ev="6.494 / 7.566" total_charge=+2 e_homo_ev="-13.2 / -17.8" s_squared=2.01 multiplicity=3
C -0.582007 -1.446890 0.837390 0.0968 -0.6751 0.5571 0.00
C 0.958291 0.822964 -2.686177 -0.2064 0.0168 0.0503 -0.03
C 0.500378 2.033041 -2.004023 4.3487 1.9805 -8.2923 0.88
N 0.368166 -0.153180 2.595323 -0.0761 -0.4598 0.1140 0.00
N -0.452745 3.081106 -0.113312 0.1976 -1.1329 -2.0860 0.54
N -0.609129 -2.613257 1.511553 -0.0428 -0.2692 0.0605 0.00
N -0.167829 -0.287437 1.269034 0.1236 1.1715 -0.4314 0.00
N -1.113935 -3.723459 0.814926 -0.0077 -0.2368 0.1084 0.00
N -0.072045 2.012742 -0.854562 -4.7108 -0.8195 9.7530 0.51
O -1.004989 -1.466076 -0.400332 -0.0489 0.1522 0.0827 0.00
H 0.745937 -0.076643 -2.116877 0.0270 -0.2037 -0.0119 0.01
H 0.477324 0.758780 -3.664516 -0.0612 -0.2223 -0.1149 0.06
H 2.026872 0.889120 -2.900857 0.1662 -0.1112 0.0450 0.06
H 0.642763 2.991804 -2.493251 -0.0885 -0.0753 0.1919 0.01
H 0.657642 0.837351 2.674414 -0.1190 -0.5734 0.0488 0.00
H -0.324157 -0.334000 3.348067 0.2705 0.0972 -0.2644 0.00
H 1.212579 -0.730766 2.772585 -0.2805 0.2188 -0.0672 0.00
H -1.304707 2.932877 0.413409 0.0188 -0.1490 0.5387 0.01
H -0.436659 3.972790 -0.597716 0.3189 0.2052 -0.1532 -0.01
H -0.303858 -2.706137 2.473531 -0.0806 -0.0153 -0.2228 0.00
H -1.337276 -2.376987 -0.597133 0.1188 0.1080 0.1409 0.00
H -0.402926 -4.440181 0.687634 0.0445 0.1880 0.0245 0.00
H -1.907434 -4.138209 1.299322 0.0394 0.2292 -0.0397 0.00
H -0.204518 1.109611 -0.363575 -0.0481 0.5762 -0.0321 -0.05


Record 2
15
Properties=species:S:1:pos:R:3:forces:R:3:mulliken_charge:R:1 method="wB97M-V/def2-TZVPD" relative_energy_kcal_mol=34.6 gap_ev=9.795 total_charge=0 e_homo_ev=-9.0 multiplicity=1 smiles="F[C@H]1C=C[C@@]2(CS2)C1"
C 1.331282 -1.057002 0.926062 -0.6374 -1.0957 -0.7252 0.38
C 1.105382 0.002602 -0.137786 0.8373 0.5627 -2.5194 -0.83
C -0.446864 0.248725 -0.326430 1.2838 1.4925 0.1894 0.97
C -1.059696 1.619531 -0.255071 0.6129 -1.0636 -0.2828 -1.04
C -1.063863 -0.858226 0.396192 1.9206 -2.9882 0.7331 -0.73
C -0.064685 -1.550711 1.025603 -2.3365 -0.4595 1.0672 -0.58
H 1.912893 -1.994265 0.625626 0.0792 1.7376 0.4805 0.25
H 1.736244 0.872493 0.055339 -0.4719 0.3019 0.1860 0.38
H 1.449461 -0.297472 -1.194936 -0.2879 -0.0896 1.7473 0.27
H -2.015459 1.590306 0.218209 -0.4837 0.7258 0.2349 0.33
H -0.374920 2.431906 -0.223523 0.0774 0.7046 0.8924 0.33
H -2.029221 -1.387180 0.360920 0.1269 1.2116 -0.2043 0.37
H -0.278415 -2.454775 1.616447 0.0474 0.4465 -0.2549 0.39
F 1.824633 -0.528288 2.152018 -0.3294 -0.4786 -1.0690 -0.32
S -0.976976 0.972754 -1.912354 -0.4389 -1.0079 -0.4750 -0.19


Record 3
16
Properties=species:S:1:pos:R:3:forces:R:3:mulliken_charge:R:1 method="wB97M-V/def2-TZVPD" relative_energy_kcal_mol=46.0 gap_ev=10.393 total_charge=0 e_homo_ev=-9.4 multiplicity=1 smiles="CC(=O)[C@@H]1CN1C"
C 1.417447 -0.038034 -1.792309 0.0261 -0.0148 -0.1504 -0.83
N 0.751533 0.289991 -0.535360 0.0096 0.0687 0.0225 -0.26
C 1.036420 -0.639440 0.532468 0.1757 -0.0908 0.2447 -0.43
C -0.298962 -0.631125 -0.133417 -0.1712 -0.1995 -0.0203 0.24
C -1.497034 -0.188028 0.661377 -0.1414 -0.1495 0.0321 0.22
O -2.409641 -0.977012 0.800638 0.2507 0.3017 -0.1034 -0.56
C -1.519213 1.171421 1.323652 -0.0342 -0.0019 0.0157 -1.07
H 2.365312 0.507392 -1.842457 -0.1639 -0.0715 0.0183 0.28
H 0.798404 0.260161 -2.643092 0.0436 0.0273 0.1555 0.29
H 1.640171 -1.115158 -1.886347 -0.1126 0.1629 0.0226 0.32
H 1.680857 -1.491256 0.316175 -0.0730 0.1559 0.0210 0.26
H 1.147889 -0.213738 1.526685 -0.0222 -0.0696 -0.1333 0.20
H -0.527343 -1.469145 -0.792278 0.0811 0.0790 0.1166 0.40
H -2.425166 1.234509 1.930592 0.1485 0.0122 -0.1102 0.33
H -0.642990 1.332282 1.961148 -0.0665 -0.0746 -0.1636 0.31
H -1.517688 1.967178 0.572523 0.0499 -0.1355 0.0322 0.29


Record 4
68
Properties=species:S:1:pos:R:3:forces:R:3:mulliken_charge:R:1 method="wB97M-V/def2-TZVPD" gap_ev=9.761 total_charge=0 e_homo_ev=-9.2 multiplicity=1 smiles="O=C1C[C@@H](CCCCCCCSc2nnco2)[C@H](S)O1.CCOC(C)=O.CCOC(C)=O"
O 4.351890 0.866852 1.799848 0.1810 0.0188 0.0363 -0.51
C 3.658530 1.642136 1.232230 -0.6663 1.0750 -0.0020 0.27
C 2.623167 2.680678 1.848001 -0.7301 -0.3904 -3.0013 -0.32
C 1.784890 2.931305 0.521755 -2.5497 0.8436 -0.0439 0.61
C 1.316760 4.425108 0.288944 0.5516 0.0192 1.0492 -1.16
C -0.098323 4.562099 0.962728 0.9313 0.3582 -0.1580 0.15
C -0.673019 6.012034 1.029697 -0.9707 -0.0336 0.4681 -0.94
C -2.140411 5.879972 1.601584 0.4976 -0.7686 -0.6552 -0.56
C -3.083215 5.300950 0.484346 -1.1744 0.4286 1.0254 -0.54
C -4.172069 4.330591 1.120133 0.2682 0.1039 -1.3654 -0.84
C -3.712400 2.843149 0.976403 -0.0644 -0.7857 0.1487 -0.54
S -2.613870 2.337960 2.406716 -0.1704 -0.6645 0.2133 -0.18
C -2.283445 0.599783 2.083408 -0.5281 0.4368 -0.1763 0.44
N -2.463702 -0.494901 2.807550 0.4245 2.1052 -1.8247 -0.53
N -2.032703 -1.510708 1.982321 0.8758 -0.4120 -1.6138 -0.31
C -1.628008 -1.004274 0.839693 -0.3767 0.4345 1.0202 -0.06
O -1.760761 0.370518 0.829083 -0.3306 -1.3579 1.2092 -0.16
C 2.345096 2.065006 -0.675709 0.1861 -0.7217 4.3944 -0.06
S 1.437735 0.428247 -0.470261 -0.6059 -0.5014 -1.6233 -0.17
O 3.668958 1.724251 -0.171970 0.1989 0.5481 0.0250 -0.42
H 1.835867 2.266771 2.520281 1.5015 0.0955 0.1536 0.28
H 3.057454 3.652103 2.179144 0.0077 -1.0825 0.0176 0.40
H 0.801401 2.432104 0.726748 0.8395 0.5545 -0.2009 -0.41
H 2.008240 5.090193 0.878101 -0.4670 -0.3758 -0.7710 0.19
H 1.351496 4.764595 -0.772399 -0.1961 -0.3784 0.6706 0.37
H -0.785252 3.841190 0.449631 0.3674 0.7633 0.4049 0.00
H 0.019914 4.179585 2.014770 -0.2250 0.3417 -0.8860 0.26
H -0.104791 6.699034 1.705995 -0.0677 -0.7854 -0.5595 0.38
H -0.721103 6.509149 0.028479 0.1391 -0.4701 0.6459 0.29
H -2.557082 6.816666 2.036017 0.3584 -0.5499 -0.4604 0.40
H -2.096525 5.126214 2.434262 -0.0220 0.7311 -0.5839 0.26
H -3.656266 6.136345 0.005743 0.6496 -0.5391 0.3140 0.38
H -2.543608 4.774353 -0.338430 -0.2736 0.3832 0.7574 0.35
H -4.450958 4.629302 2.158642 0.4013 -0.3520 -0.6943 0.35
H -5.099376 4.466365 0.498808 0.7044 -0.4354 0.6193 0.36
H -4.565371 2.115888 0.989512 0.6923 0.7598 -0.1050 0.51
H -3.091725 2.687235 0.056813 -0.7962 0.2281 0.6716 0.26
H -1.191424 -1.465575 -0.064532 -0.4621 0.0976 0.7891 0.51
H 2.282605 2.516449 -1.685108 0.3496 -0.7274 0.6181 0.46
H 1.329593 0.166275 0.880290 0.4767 1.0339 -0.6584 0.22
O 0.164116 -2.663586 -3.302490 -0.2016 0.0617 0.2784 -0.59
C -0.672738 -3.500355 -3.086264 0.3106 -0.3461 -0.1562 0.87
O -1.353923 -3.477620 -1.925559 -0.0753 0.6302 0.1926 -0.29
C -2.479305 -4.314841 -1.631527 -0.0415 -0.4181 0.1064 -0.45
C -2.034120 -5.671238 -1.124769 0.1267 -0.1090 -0.0474 -0.93
C -0.911379 -4.628212 -4.055614 -0.4839 0.0409 -0.3480 -1.09
H -3.149183 -4.385485 -2.491192 0.1119 -0.0050 -0.0633 0.35
H -3.038240 -3.804017 -0.845827 0.1724 0.1715 -0.0658 0.34
H -1.452094 -6.210229 -1.873539 -0.0491 0.0177 0.0310 0.25
H -2.897400 -6.281796 -0.853712 -0.0235 0.0608 -0.0036 0.40
H -1.393765 -5.557520 -0.248616 -0.0555 0.0307 -0.0523 0.26
H -0.158059 -5.399765 -3.894886 -0.0164 0.0365 0.0651 0.23
H -0.814728 -4.236301 -5.067563 0.2288 0.0129 0.0932 0.32
H -1.903590 -5.069180 -3.989130 0.0789 -0.1234 0.1498 0.36
O 1.404292 -5.974515 -1.252257 -0.0732 0.1676 0.2075 -0.58
C 2.314004 -5.323669 -0.804514 0.1273 0.1809 -0.2959 0.86
O 2.090924 -4.478814 0.215939 -0.3876 -0.2830 0.2608 -0.38
C 3.123005 -3.783611 0.931406 0.2567 0.2805 -0.1242 -0.52
C 3.524260 -2.511427 0.214029 0.0276 -0.0897 -0.1012 -0.69
C 3.684443 -5.375682 -1.428897 0.4017 -0.3482 0.2891 -1.11
H 3.972546 -4.440553 1.130202 -0.0382 -0.0459 -0.1149 0.38
H 2.696557 -3.529857 1.902791 -0.1774 -0.1622 -0.1110 0.34
H 3.938212 -2.718857 -0.774235 0.0487 -0.0077 0.0565 0.23
H 4.269920 -1.961387 0.791216 -0.0585 0.0172 0.0033 0.39
H 2.655019 -1.871615 0.063188 0.1113 -0.0803 0.0595 0.09
H 3.702113 -4.723347 -2.302148 -0.0264 -0.0052 0.0400 0.24
H 3.879630 -6.400865 -1.741987 -0.1780 0.0847 -0.1602 0.35
H 4.491297 -5.100653 -0.753311 -0.0419 0.2011 -0.0574 0.36